{
  "formula": "C7H10N2O2",
  "method": "ωB97M-V/def2-TZVPD",
  "mol_weight_g_mol": 154.17,
  "relative_energy_kcal_mol": 191.4,
  "max_force_ha_per_bohr": 0.1324,
  "orbital_gap_ev": 9.21,
  "species": ["C", "C", "C", "C", "C", "C", "C", "H", "H", "H", "H", "H", "H", "H", "H", "H", "H", "N", "N", "O", "O"],
  "xyz": [[2.506293, 2.048781, -1.047396], [-0.234322, 0.230533, -0.604544], [0.514495, -0.613124, 0.250224], [-0.218444, -1.503142, 1.375574], [-2.225687, -0.879510, 0.429940], [-1.761282, 0.125549, -0.676690], [1.798811, 0.030807, 0.292374], [3.469317, 0.994207, -0.994621], [1.964709, 2.086645, -2.249110], [2.652096, 3.296625, -0.292565], [0.519481, -2.365256, 1.429169], [-0.496094, -1.019445, 2.373462], [-1.356186, -2.756148, 0.234512], [-3.276919, -1.069301, 0.054788], [-2.787797, -0.198821, 1.195409], [-2.275437, -0.220488, -1.756481], [-2.114438, 1.170282, -0.431095], [1.549767, 1.300404, -0.340395], [-1.421115, -1.903785, 0.820979], [0.347527, 1.324763, -0.981433], [2.845226, -0.079574, 0.917898]],
  "forces_ev_per_angstrom": [[1.5025, -0.4803, -0.9662], [-2.2408, -3.4076, 2.6085], [-1.6415, 1.8405, 0.0603], [3.3236, 0.0346, -1.1202], [-5.3761, 3.9511, -1.3631], [0.0172, 0.1408, -1.9574], [-0.0929, 2.2458, 1.5158], [-1.9042, 4.3104, -0.2540], [2.3376, 0.6037, 3.6118], [0.1488, -3.8960, -2.9733], [-1.2687, 0.8029, 0.8756], [1.3462, -0.1536, -1.3184], [-0.3431, 1.2353, 0.4178], [1.2141, -1.5546, -0.0464], [2.2369, -1.0290, 0.2454], [1.8898, 1.0906, 2.6230], [0.0416, -1.1362, -0.4740], [0.9210, -0.3848, 0.2706], [-1.1817, -3.5514, -0.1168], [-0.5852, 0.2683, -0.8475], [-0.3453, -0.9306, -0.7915]]
}